# 1
Here is a cluster of 2 separate species, C2H9NOS in total from the OMol25 dataset. Energies are from the ωB97M-V functional and the def2-TZVPD basis.

Each line ends with the Mulliken charge.
Cartesian coordinates (Å):
N: 0.180 0.427 -0.540  -0.64
C: -0.455 -0.557 0.412  -0.46
C: -0.762 -1.999 -0.121  -0.59
S: -1.308 -3.088 1.303  -0.19
H: 0.486 -0.114 -1.384  0.27
H: 1.180 0.440 -0.129  0.32
H: -1.441 -0.270 0.754  0.24
H: 0.280 -0.803 1.199  0.27
H: -1.740 -2.051 -0.827  0.29
H: 0.122 -2.483 -0.510  0.38
H: -1.885 -2.013 1.868  0.11
O: 3.095 6.865 -2.025  -0.65
H: 2.916 6.930 -1.085  0.32
H: 2.294 7.195 -2.499  0.33

Atomic forces in eV per Å
2.694 -1.890 0.609
0.561 -1.917 -0.836
-2.601 -0.023 -0.725
0.333 0.976 -0.374
-1.073 0.542 0.412
-1.922 0.829 -0.640
0.180 0.925 0.464
-0.795 0.681 0.243
2.784 0.347 1.089
-0.001 -0.079 -0.549
-0.159 -0.389 0.306
-0.747 0.320 -0.838
-0.207 0.079 0.043
0.955 -0.401 0.795

Summary:
LUMO energy (eV): 0.9
Relative energy (zero: lowest compared OMol25 entry of this formula, charge and spin) (kJ/mol): 106.4
Net charge: 0
Frontier orbital gap (eV): 10.006

***

# 2
Here is a cluster of 2 separate species, C2H9NOS in total from the OMol25 dataset. Energies are from the ωB97M-V functional and the def2-TZVPD basis.

Each line ends with the Mulliken charge.
Cartesian coordinates (Å):
N: 0.319 -1.386 -2.706  -0.64
C: -0.238 -0.634 -1.538  -0.10
O: -0.490 -1.422 -0.425  -0.52
H: 0.444 -2.304 -2.259  0.25
H: 1.303 -1.175 -2.862  0.24
H: 0.352 0.283 -1.387  0.27
H: -1.236 -0.329 -1.856  0.19
H: 0.179 -1.399 0.269  0.30
C: -0.454 1.664 2.262  -0.81
S: 1.185 0.937 2.380  -0.14
H: -0.709 2.474 1.579  0.32
H: -1.230 0.901 2.127  0.29
H: -0.783 2.026 3.242  0.32
H: 1.358 0.363 1.173  0.01

Atomic forces in eV per Å
0.582 -0.898 1.644
-0.324 0.842 -1.792
0.147 -0.481 0.857
-0.509 -0.145 -0.714
-0.072 0.625 -0.023
-0.039 -0.297 0.414
0.048 0.208 0.020
0.149 0.145 -0.352
-1.896 -0.472 0.355
0.266 0.275 0.122
0.824 -0.045 -0.295
0.377 -0.153 -0.432
0.831 0.109 0.150
-0.385 0.287 0.046

Summary:
LUMO energy (eV): 0.6
Relative energy (zero: lowest compared OMol25 entry of this formula, charge and spin) (kJ/mol): 88.5
Net charge: 0
Frontier orbital gap (eV): 9.984

***

# 3
Here is a cluster of 2 separate species, C2H9NOS2 in total from the OMol25 dataset. Energies are from the ωB97M-V functional and the def2-TZVPD basis.

Each line ends with the Mulliken charge.
Cartesian coordinates (Å):
C: 2.265 -1.241 2.565  -0.84
S: 2.553 -0.035 1.322  -0.03
S: 1.685 -0.721 -0.412  -0.25
H: 2.788 -2.016 2.145  0.32
H: 2.521 -0.890 3.572  0.29
H: 1.278 -1.771 2.710  0.30
H: 1.912 0.206 -1.269  0.17
N: -2.753 0.373 -1.556  -0.72
C: -1.416 0.869 -0.939  0.00
O: -0.701 1.226 -2.080  -0.52
H: -3.292 0.114 -0.741  0.23
H: -3.104 1.220 -1.932  0.25
H: -1.014 0.111 -0.281  0.21
H: -1.569 1.825 -0.383  0.22
H: -1.154 0.730 -2.721  0.35

Atomic forces in eV per Å
-2.711 -1.013 0.598
0.431 3.049 0.074
-1.107 -2.945 0.740
2.076 -2.326 0.306
0.578 0.064 -0.648
0.188 1.383 -0.488
0.606 1.747 -0.565
2.521 -0.219 2.116
-2.691 1.077 -0.759
1.782 0.705 1.261
-0.691 -0.133 -0.193
-1.008 0.822 -0.365
0.394 -0.307 -0.201
0.100 -0.767 0.009
-0.467 -1.135 -1.885

Summary:
LUMO energy (eV): 0.7
Relative energy (zero: lowest compared OMol25 entry of this formula, charge and spin) (kJ/mol): 179.9
Net charge: 0
Frontier orbital gap (eV): 8.643

***

# 4
Here is a cluster of 2 separate species, C2H9NOS2 in total from the OMol25 dataset. Energies are from the ωB97M-V functional and the def2-TZVPD basis.

Each line ends with the Mulliken charge.
Cartesian coordinates (Å):
N: 2.072 0.583 0.015  -0.59
C: 1.103 -0.510 -0.276  -0.70
C: -0.162 -0.009 -0.960  -0.41
S: -1.117 -1.441 -1.508  0.25
S: -3.030 -1.152 -0.877  0.00
H: 1.652 1.134 0.763  0.28
H: 2.107 1.208 -0.787  0.24
H: 1.691 -1.146 -0.942  0.46
H: 1.006 -1.058 0.649  0.41
H: -0.821 0.614 -0.353  0.41
H: 0.124 0.528 -1.876  0.37
H: -3.309 -0.020 -1.624  0.27
H: 0.317 0.186 2.645  0.32
H: -1.153 0.546 2.910  0.30
O: -0.479 0.536 2.221  -0.61

Atomic forces in eV per Å
-1.819 -0.020 0.031
2.620 0.200 -0.036
-0.544 0.586 -0.660
-0.748 -0.222 0.706
0.442 0.224 -1.026
0.348 0.186 0.015
0.375 -0.004 0.038
-0.548 -0.305 -0.219
-0.727 -0.141 0.076
0.272 -0.061 0.123
-0.038 -0.034 0.218
0.361 -0.381 0.717
-0.284 0.111 0.098
0.091 0.057 0.031
0.198 -0.196 -0.113

Summary:
Expectation value of S²: 0.755
LUMO energy (spin up / spin down) (eV): -4.5 / -8.4
Relative energy (zero: lowest compared OMol25 entry of this formula, charge and spin) (kJ/mol): 29.1
Net charge: +1
Frontier orbital gap (spin up / spin down) (eV): 9.393 / 5.232
Multiplicity: 2

***

# 5
Here is an isolated molecule of C2H9NP2 from the OMol25 dataset. Energies are from the ωB97M-V functional and the def2-TZVPD basis.

Each line ends with the Mulliken charge.
Cartesian coordinates (Å):
C: -0.946 -1.373 1.145  -1.06
C: 0.532 -1.168 0.674  -0.39
N: 0.716 0.180 0.298  -0.53
P: -0.557 0.841 -1.027  0.04
P: 0.500 2.319 -2.199  -0.16
H: -0.905 -2.347 1.663  0.33
H: -1.164 -0.545 1.869  0.28
H: -1.607 -1.373 0.363  0.39
H: 1.409 -1.310 1.287  0.35
H: 0.537 -1.808 -0.191  0.27
H: 0.426 0.786 1.034  0.26
H: -0.237 -0.149 -1.996  0.05
H: 1.487 2.462 -1.139  0.08
H: -0.190 3.485 -1.781  0.06

Atomic forces in eV per Å
3.441 -0.305 3.951
-2.301 0.054 -0.689
-0.755 3.146 -3.797
0.720 -1.651 1.325
1.241 0.645 0.595
-0.807 0.329 -0.015
-0.219 -0.883 -0.462
-1.521 -0.001 -1.933
-0.338 -1.092 0.902
0.965 -0.299 -0.582
0.074 0.351 1.006
-0.103 -0.146 0.310
-0.284 0.021 -0.742
-0.112 -0.168 0.130

Summary:
LUMO energy (eV): 0.9
Relative energy (zero: lowest compared OMol25 entry of this formula, charge and spin) (kJ/mol): 43.1
Net charge: 0
Frontier orbital gap (eV): 9.176

***

# 6
Here is an isolated molecule of C2H9NP2 from the OMol25 dataset. Energies are from the ωB97M-V functional and the def2-TZVPD basis.

Each line ends with the Mulliken charge.
Cartesian coordinates (Å):
C: 2.482 -0.066 -0.069  -0.85
N: 1.169 0.366 0.213  -0.24
P: -0.156 -0.707 0.373  0.03
C: -1.491 0.718 -0.027  -0.89
P: -3.247 -0.036 -0.139  -0.04
H: 2.495 -0.740 -0.814  0.34
H: 3.130 0.827 -0.559  0.25
H: 2.928 -0.613 0.856  0.27
H: 1.219 1.041 0.948  0.26
H: 0.028 -1.163 -0.912  0.01
H: -1.468 1.419 0.702  0.38
H: -1.180 1.135 -0.936  0.41
H: -3.145 -0.882 1.022  0.05
H: -2.763 -1.299 -0.660  0.02

Atomic forces in eV per Å
2.574 2.250 2.166
-0.350 1.075 -0.006
-1.350 1.792 0.624
-0.279 -4.849 -0.787
1.409 -1.180 0.233
-0.196 -2.631 -2.691
-1.147 -1.885 1.776
0.109 1.200 -1.484
-0.331 0.367 0.487
-0.281 -0.448 -0.985
0.164 2.148 2.457
0.232 0.631 -1.383
-0.219 0.896 0.303
-0.335 0.633 -0.709

Summary:
LUMO energy (eV): 1.0
Relative energy (zero: lowest compared OMol25 entry of this formula, charge and spin) (kJ/mol): 70.5
Net charge: 0
Frontier orbital gap (eV): 9.025

***

# 7
Here is a cluster of 2 separate species, C2H9NS in total from the OMol25 dataset. Energies are from the ωB97M-V functional and the def2-TZVPD basis.

Each line ends with the Mulliken charge.
Cartesian coordinates (Å):
C: -1.703 -0.917 0.055  -0.98
S: -1.224 -2.022 -1.203  -0.33
H: -0.859 -0.189 0.028  -0.19
H: -1.708 -1.371 1.068  0.42
H: -2.537 -0.252 -0.010  0.44
C: 1.054 1.078 -0.397  -1.75
N: 1.160 0.852 1.040  -0.51
H: 1.442 1.977 -0.951  0.49
H: -0.003 1.221 -0.681  0.16
H: 1.378 0.179 -0.971  0.29
H: 1.583 -0.089 1.287  0.57
H: 1.402 1.729 1.636  0.13
H: 0.018 -2.197 -0.901  0.26

Atomic forces in eV per Å
2.259 1.413 2.211
-2.496 -1.125 -2.123
-0.778 -0.514 0.745
-0.097 0.193 -0.574
-1.028 -0.254 -0.834
-0.812 0.084 -1.377
0.869 1.145 1.061
0.772 -0.581 1.263
0.013 -0.270 0.139
-0.043 0.527 0.475
-0.305 1.993 -0.253
-0.216 -2.645 -1.456
1.861 0.033 0.722

Summary:
Expectation value of S²: 0.751
LUMO energy (spin up / spin down) (eV): 3.7 / 3.9
Relative energy (zero: lowest compared OMol25 entry of this formula, charge and spin) (kJ/mol): 95.7
Net charge: -1
Frontier orbital gap (spin up / spin down) (eV): 2.484 / 8.913
Multiplicity: 2

***

# 8
Here is a cluster of 2 separate species, C2H9NS in total from the OMol25 dataset. Energies are from the ωB97M-V functional and the def2-TZVPD basis.

Each line ends with the Mulliken charge.
Cartesian coordinates (Å):
C: -1.343 0.840 0.002  -0.48
N: -2.423 -0.137 -0.414  -0.59
H: -1.760 1.864 -0.022  0.29
H: -1.180 0.579 1.040  0.26
H: -0.526 0.796 -0.761  0.12
H: -3.193 -0.048 0.217  0.20
H: -2.118 -1.108 -0.484  0.20
C: 2.059 -0.910 0.246  -0.69
S: 2.751 0.498 -0.726  -0.20
H: 1.038 -0.958 0.710  0.26
H: 2.053 -1.775 -0.448  0.25
H: 2.844 -1.091 1.033  0.27
H: 1.798 1.451 -0.393  0.10

Atomic forces in eV per Å
-1.583 -0.932 -0.974
0.760 0.892 -0.880
0.113 -0.518 -0.109
1.384 0.399 0.173
-0.344 -0.118 1.201
-0.368 -0.273 0.272
0.029 0.549 0.307
0.809 -1.241 0.439
-1.733 0.630 0.614
0.953 1.029 -0.544
0.225 0.421 0.403
-1.097 -0.090 -0.629
0.853 -0.749 -0.275

Summary:
LUMO energy (eV): 0.9
Relative energy (zero: lowest compared OMol25 entry of this formula, charge and spin) (kJ/mol): 102.4
Net charge: 0
Frontier orbital gap (eV): 10.018

***

# 9
Here is a cluster of 2 separate species, C2H9NS2 in total from the OMol25 dataset. Energies are from the ωB97M-V functional and the def2-TZVPD basis.

Each line ends with the Mulliken charge.
Cartesian coordinates (Å):
C: 0.564 -0.087 1.174  -0.77
N: 1.001 0.371 -0.122  -0.33
C: 1.282 1.795 -0.182  -0.81
H: -0.466 0.218 1.438  0.28
H: 0.534 -1.179 1.193  0.25
H: 1.229 0.283 1.949  0.31
H: 0.367 0.100 -0.860  0.23
H: 0.450 2.408 0.227  0.28
H: 1.439 2.085 -1.214  0.32
H: 2.135 2.003 0.462  0.27
S: -1.850 -2.814 -1.726  -0.17
S: -2.995 -1.538 -0.535  -0.17
H: -1.091 -3.237 -0.709  0.17
H: -2.599 -0.408 -1.095  0.15

Atomic forces in eV per Å
-0.832 -0.314 -0.121
0.408 0.089 -0.231
-0.856 -0.121 0.633
0.177 0.248 0.009
0.267 0.026 0.087
0.171 -0.067 0.047
-0.095 -0.088 0.100
0.133 -0.089 -0.208
0.332 0.150 -0.045
0.266 0.129 -0.289
-0.290 0.180 0.339
-0.147 -0.589 -0.114
0.221 -0.022 -0.076
0.247 0.471 -0.132

Summary:
LUMO energy (eV): 0.2
Relative energy (zero: lowest compared OMol25 entry of this formula, charge and spin) (kJ/mol): 80.6
Net charge: 0
Frontier orbital gap (eV): 8.830

***

# 10
Here is a cluster of 2 separate species, C2H9NS2 in total from the OMol25 dataset. Energies are from the ωB97M-V functional and the def2-TZVPD basis.

Each line ends with the Mulliken charge.
Cartesian coordinates (Å):
C: 0.000 -2.246 0.028  -1.11
C: 0.914 -1.030 0.073  0.10
N: 1.359 -0.746 1.432  -0.60
H: 0.521 -3.121 0.422  0.29
H: -0.355 -2.403 -0.995  0.32
H: -0.900 -2.054 0.607  0.32
H: 0.431 -0.161 -0.412  -0.10
H: 1.764 -1.195 -0.582  0.33
H: 0.553 -0.638 2.031  0.22
H: 1.986 0.043 1.463  0.23
S: -2.268 4.051 -1.480  -0.18
S: -0.870 2.739 -0.557  -0.13
H: -2.438 4.673 -0.313  0.15
H: -0.697 2.087 -1.715  0.15

Atomic forces in eV per Å
-0.015 0.476 -0.189
-0.118 0.406 -0.413
0.034 -0.669 -0.446
-0.170 0.019 -0.129
0.239 -0.228 0.071
-0.067 -0.091 0.299
-0.303 -0.166 0.235
0.434 -0.260 0.167
0.153 0.359 0.172
-0.196 0.178 0.225
0.346 -0.271 0.344
-0.273 0.135 -0.471
-0.185 0.223 0.028
0.120 -0.111 0.106

Summary:
LUMO energy (eV): 0.1
Relative energy (zero: lowest compared OMol25 entry of this formula, charge and spin) (kJ/mol): 70.3
Net charge: 0
Frontier orbital gap (eV): 8.775